Entry A
Formula: C3H9NO3
Source: the Open Molecules 2025 dataset
Level of theory: ωB97M-V/def2-TZVPD

```
16
Properties=species:S:1:pos:R:3:nbo_charge:R:1
N 0.97 0.43 -0.35 -0.8394
C 0.49 -0.94 -0.18 -0.2319
C 1.49 -1.73 0.65 -0.0618
O 0.99 -3.05 0.83 -0.7276
H 0.82 0.96 0.50 0.3517
H 0.45 0.91 -1.07 0.3726
H 0.40 -1.41 -1.15 0.1911
H -0.49 -0.99 0.31 0.1620
H 1.64 -1.25 1.62 0.1482
H 2.45 -1.74 0.12 0.1655
H 1.70 -3.59 1.18 0.4676
O -1.26 2.74 -1.73 -0.5479
C -2.09 2.64 -0.88 0.6421
O -1.79 2.19 0.35 -0.6751
H -3.16 2.83 -1.02 0.0961
H -2.60 2.00 0.83 0.4869
```

LUMO energy ... 0.38 eV
HOMO level ... -9.055 eV
Charge ... 0
SMILES ... NCCO.O=CO
HOMO-LUMO gap ... 9.44 eV

***

Entry B
Formula: C3H9NO3
Source: the Open Molecules 2025 dataset
Level of theory: ωB97M-V/def2-TZVPD

```
16
Properties=species:S:1:pos:R:3:nbo_charge:R:1
N 0.26 1.16 2.02 -0.8487
C 0.72 -0.12 1.57 0.6968
O 0.96 -0.96 2.40 -0.5840
C 0.68 -0.33 0.05 -0.5328
C -0.09 -1.57 -0.40 -0.0598
O 0.04 -1.76 -1.80 -0.7148
H -0.39 1.00 2.78 0.3924
H -0.15 1.68 1.26 0.3739
H 1.71 -0.08 -0.21 0.2404
H 0.03 0.48 -0.29 0.2048
H -1.14 -1.42 -0.15 0.1726
H 0.33 -2.40 0.19 0.1831
H 0.25 -2.68 -1.93 0.4738
O -1.29 2.10 -1.62 -0.9424
H -1.54 2.92 -2.04 0.4741
H -0.37 1.98 -1.84 0.4706
```

LUMO energy ... 0.61 eV
HOMO level ... -9.856 eV
Charge ... 0
SMILES ... NC(=O)CCO.O
HOMO-LUMO gap ... 10.47 eV

***

Entry C
Formula: C3H9NO3
Source: the Open Molecules 2025 dataset
Level of theory: ωB97M-V/def2-TZVPD

```
16
Properties=species:S:1:pos:R:3:nbo_charge:R:1
N -0.07 -1.22 -0.96 -0.8831
C -0.94 -0.46 -0.07 -0.1752
C -1.09 0.88 -0.65 0.4526
O -0.61 1.79 -0.08 -0.5490
C -0.01 -0.36 1.18 -0.0493
O -0.36 -1.52 1.76 -0.7466
H -0.57 -2.03 -1.30 0.3868
H 0.95 -1.07 -0.85 0.4110
H -1.79 -0.93 0.20 0.2129
H -1.67 1.08 -1.61 0.1092
H 1.04 -0.23 0.88 0.1779
H -0.49 0.31 1.84 0.1708
H 0.17 -1.91 2.46 0.4785
O 2.29 1.00 -1.03 -0.9446
H 2.61 1.15 -1.98 0.4747
H 1.88 1.78 -0.82 0.4736
```

LUMO energy ... 0.83 eV
HOMO level ... -8.559 eV
Charge ... 0
SMILES ... N[C@H](C=O)CO.O
HOMO-LUMO gap ... 9.39 eV

***

Q: Which of them is the most stable? A: entry B.

***

Entry A
Formula: C3H9NO3
Source: the Open Molecules 2025 dataset
Level of theory: ωB97M-V/def2-TZVPD

```
16
Properties=species:S:1:pos:R:3:nbo_charge:R:1
N -2.16 -1.38 1.04 -0.8404
C -1.06 -1.38 0.07 -0.2134
C 0.02 -0.40 0.57 -0.5412
C 1.15 -0.54 -0.41 0.7861
O 2.32 -0.99 -0.14 -0.5836
O 0.84 0.17 -1.60 -0.7038
H -2.83 -0.67 0.91 0.3648
H -1.72 -1.40 1.93 0.3539
H -0.66 -2.43 0.01 0.1909
H -1.38 -1.11 -1.00 0.2060
H 0.35 -0.73 1.61 0.2286
H -0.47 0.60 0.58 0.2554
H 1.46 -0.21 -2.27 0.4952
O -0.57 3.58 0.45 -0.9465
H -1.25 3.82 -0.19 0.4732
H 0.28 3.63 0.02 0.4745
```

LUMO energy ... 0.51 eV
HOMO level ... -9.302 eV
Charge ... 0
SMILES ... NCCC(=O)O.O
HOMO-LUMO gap ... 9.81 eV

***

Entry B
Formula: C3H9NO3
Source: the Open Molecules 2025 dataset
Level of theory: ωB97M-V/def2-TZVPD

```
16
Properties=species:S:1:pos:R:3:nbo_charge:R:1
C -0.43 -1.57 -0.12 -0.6011
C 0.55 -0.64 -0.81 -0.1675
N 0.78 0.53 0.08 -0.8331
C 0.25 -0.11 -2.19 0.7808
O 0.39 1.04 -2.51 -0.5671
O -0.41 -1.01 -2.95 -0.6936
H -0.54 -2.52 -0.66 0.2226
H -1.38 -1.04 -0.09 0.2203
H -0.05 -1.77 0.88 0.2111
H 1.56 -1.08 -0.80 0.2012
H 1.44 1.16 -0.35 0.3721
H 1.14 0.26 0.99 0.3571
H -0.29 -0.79 -3.89 0.4974
O -0.65 2.68 4.17 -0.9381
H -1.37 2.93 3.57 0.4708
H -0.99 1.93 4.68 0.4671
```

LUMO energy ... 0.70 eV
HOMO level ... -9.293 eV
Charge ... 0
SMILES ... C[C@H](N)C(=O)O.O
HOMO-LUMO gap ... 9.99 eV

***

Q: Which of them is the most stable? A: entry B.

***

Entry A
Formula: C6H17NO
Source: the Open Molecules 2025 dataset
Level of theory: ωB97M-V/def2-TZVPD

```
25
Properties=species:S:1:pos:R:3:nbo_charge:R:1
C 1.77 1.16 -0.13 -0.3526
C 2.17 -0.20 -0.13 0.1585
C 1.84 -1.15 0.96 -0.7524
C 0.96 2.04 0.62 -0.1537
N -2.30 0.09 -0.41 -0.6147
C -1.98 0.39 1.05 -0.4312
C -1.27 0.69 -1.31 -0.4146
H 2.20 1.70 -0.91 0.2115
H 0.54 -1.64 -2.01 0.0009
H 0.13 -1.07 -2.14 -0.0012
H 2.74 -0.52 -1.06 0.2334
H 0.89 -1.76 0.87 0.3584
H 1.86 -0.62 1.94 0.2396
H 2.66 -1.92 1.01 0.2479
H 1.07 3.13 0.36 0.2163
H 0.70 1.87 1.69 0.2129
H -1.13 -0.26 1.35 0.1927
H -1.72 1.42 1.22 0.1661
H -2.87 0.21 1.65 0.2011
H -1.53 0.54 -2.35 0.2005
H -1.23 1.81 -1.16 0.1733
H -0.23 0.37 -1.13 0.1563
H -1.83 -2.97 0.49 0.4272
H -2.11 -0.96 -0.47 0.4277
O -1.28 -2.36 -0.01 -1.1039
```

LUMO energy ... -3.39 eV
HOMO level ... -7.280 eV
Charge ... 0
HOMO-LUMO gap ... 3.89 eV

***

Entry B
Formula: C6H17NO
Source: the Open Molecules 2025 dataset
Level of theory: ωB97M-V/def2-TZVPD

```
25
Properties=species:S:1:pos:R:3:nbo_charge:R:1
C -1.38 2.27 0.95 -0.6275
C -2.23 1.06 0.45 -0.4131
C -1.36 -0.04 -0.20 -0.2194
N -0.66 -0.99 0.70 -0.6646
C -0.15 -2.09 -0.18 -0.2143
C 1.42 -2.06 -0.31 -0.4005
C 2.14 -0.87 -0.99 -0.6084
H -1.52 2.57 1.99 0.2009
H -0.36 1.89 0.86 0.2244
H -1.49 3.18 0.34 0.2037
H -2.90 0.68 1.23 0.2117
H -2.91 1.40 -0.34 0.2003
H -2.00 -0.53 -0.94 0.1890
H -0.51 0.34 -0.79 0.1774
H -0.01 -0.60 1.36 0.3638
H -0.29 -3.11 0.17 0.1930
H -0.55 -1.89 -1.17 0.1857
H 1.68 -2.89 -1.05 0.1935
H 1.90 -2.31 0.66 0.1919
H 1.43 -0.59 -1.78 0.2122
H 3.09 -1.37 -1.29 0.2107
H 2.45 0.02 -0.39 0.1803
O 1.51 2.02 -0.28 -0.9228
H 1.95 2.87 -0.41 0.4708
H 2.16 1.59 0.28 0.4613
```

LUMO energy ... 0.63 eV
HOMO level ... -8.098 eV
Charge ... 0
SMILES ... CCCNCCC.O
HOMO-LUMO gap ... 8.73 eV

***

Entry C
Formula: C6H17NO
Source: the Open Molecules 2025 dataset
Level of theory: ωB97M-V/def2-TZVPD

```
25
Properties=species:S:1:pos:R:3:nbo_charge:R:1
C 2.29 -0.10 1.22 -0.6211
C 1.07 0.61 0.62 -0.4522
C 0.77 0.23 -0.85 -0.2180
N -0.45 -0.48 -1.17 -0.4416
C -1.67 0.19 -0.80 -0.4217
C -0.44 -1.89 -0.80 -0.2166
C -0.63 -2.30 0.66 -0.6503
H 2.72 -0.78 0.47 0.1982
H 2.17 -0.66 2.15 0.2122
H 3.15 0.56 1.34 0.2111
H 1.21 1.69 0.69 0.2215
H 0.19 0.47 1.22 0.2085
H 1.61 -0.32 -1.27 0.1971
H 0.88 1.15 -1.43 0.1873
H -1.94 0.23 0.25 0.1725
H -1.67 1.18 -1.28 0.1872
H -2.50 -0.30 -1.33 0.2032
H -1.25 -2.34 -1.38 0.1885
H 0.47 -2.35 -1.18 0.1969
H -0.12 -1.64 1.37 0.2090
H -0.14 -3.26 0.83 0.2190
H -1.65 -2.25 1.05 0.2072
O -0.73 3.21 0.71 -0.9315
H -0.73 2.70 -0.11 0.4664
H -1.67 3.22 0.93 0.4671
```

LUMO energy ... 0.81 eV
HOMO level ... -8.393 eV
Charge ... 0
SMILES ... CCCN(C)CC.O
HOMO-LUMO gap ... 9.20 eV

***

Entry D
Formula: C6H17NO
Source: the Open Molecules 2025 dataset
Level of theory: ωB97M-V/def2-TZVPD

```
25
Properties=species:S:1:pos:R:3:nbo_charge:R:1
C 1.03 0.98 1.79 -0.6230
C 1.27 0.63 0.30 -0.2211
N 0.70 -0.58 -0.22 -0.4743
C -0.06 -0.54 -1.46 -0.1999
C -1.37 0.29 -1.34 -0.6560
C 0.48 -1.71 0.68 -0.2030
C -0.96 -1.87 1.25 -0.6514
H 1.55 0.24 2.42 0.2004
H -0.03 1.04 2.02 0.1975
H 1.60 1.90 1.97 0.2168
H 1.11 1.52 -0.28 0.2216
H 2.38 0.52 0.30 0.1640
H -0.31 -1.54 -1.79 0.2031
H 0.63 -0.06 -2.16 0.1802
H -2.15 -0.40 -0.99 0.2041
H -1.86 0.80 -2.16 0.2161
H -1.36 0.92 -0.44 0.2026
H 1.11 -1.73 1.57 0.2006
H 0.70 -2.60 0.09 0.1795
H -1.69 -1.44 0.57 0.2011
H -0.93 -1.28 2.16 0.2130
H -1.28 -2.92 1.16 0.2185
O -0.01 2.84 -1.83 -0.9725
H 0.10 2.15 -2.47 0.4913
H -0.63 2.84 -1.13 0.4907
```

LUMO energy ... 0.86 eV
HOMO level ... -7.679 eV
Charge ... 0
SMILES ... CCN(CC)CC.O
HOMO-LUMO gap ... 8.54 eV

***

Q: Which of them is the most stable? A: entry C.

***

Entry A
Formula: C4H10NO2
Source: the Open Molecules 2025 dataset
Level of theory: ωB97M-V/def2-TZVPD

```
17
Properties=species:S:1:pos:R:3:nbo_charge:R:1
C 1.22 -0.03 -0.57 -0.2214
C 0.63 0.55 0.44 -0.2384
C 2.61 0.19 -1.10 -0.6457
C -1.24 -0.10 0.87 0.6850
N -2.00 0.23 -0.37 -0.7539
O -1.18 -1.41 1.11 -0.6825
O -1.67 0.56 1.90 -0.6893
H 0.77 -0.87 -1.10 0.1760
H 0.93 1.41 0.92 0.2122
H 3.04 -0.81 -0.83 0.2384
H 2.66 0.27 -2.16 0.2418
H 3.21 0.94 -0.45 0.2391
H -2.68 -0.60 -0.49 0.4578
H -2.50 1.04 -0.05 0.4650
H -1.39 0.42 -1.22 0.4798
H -0.57 -1.77 0.44 0.5052
H -1.83 -0.04 2.66 0.5310
```

LUMO energy ... -3.67 eV
HOMO level ... -13.939 eV
Charge ... +1
HOMO-LUMO gap ... 10.27 eV

***

Entry B
Formula: C4H10NO2
Source: the Open Molecules 2025 dataset
Level of theory: ωB97M-V/def2-TZVPD

```
17
Properties=species:S:1:pos:R:3:nbo_charge:R:1
N 0.64 0.40 -1.87 -0.7117
C -0.30 0.24 -0.55 -0.1008
C -1.09 1.60 -0.15 0.4542
O -0.46 2.55 -0.47 -0.4686
C 0.64 -0.21 0.56 -0.4779
C -0.06 -0.94 1.75 -0.0737
O -0.48 -2.29 1.47 -0.7057
H 1.58 0.18 -1.75 0.4357
H 0.23 0.04 -2.79 0.4571
H 0.59 1.45 -2.01 0.4591
H -0.93 -0.54 -0.79 0.2066
H -2.08 1.44 0.22 0.1824
H 1.09 0.68 1.06 0.2447
H 1.55 -0.61 0.15 0.2275
H -1.00 -0.47 2.21 0.1957
H 0.71 -1.07 2.51 0.2162
H -0.63 -2.46 0.47 0.4593
```

LUMO energy ... -4.17 eV
HOMO level ... -14.065 eV
Charge ... +1
SMILES ... [NH3+][C@H](C=O)CCO
HOMO-LUMO gap ... 9.90 eV

***

Entry C
Formula: C4H10NO2
Source: the Open Molecules 2025 dataset
Level of theory: ωB97M-V/def2-TZVPD

```
17
Properties=species:S:1:pos:R:3:nbo_charge:R:1
C -0.58 0.06 1.28 -0.6588
C -0.43 0.54 -0.20 -0.0133
N 0.07 2.07 -0.26 -0.7056
C 0.51 -0.44 -0.98 -0.5618
C 0.54 -1.67 -0.19 0.7613
O 1.41 -2.06 0.57 -0.5260
O -0.44 -2.53 -0.67 -0.6762
H -0.84 0.95 2.03 0.2339
H -1.24 -0.72 1.46 0.2579
H 0.44 -0.25 1.56 0.2501
H -1.47 0.56 -0.63 0.2462
H 1.18 2.03 -0.26 0.4513
H -0.15 2.52 -1.12 0.4444
H -0.18 2.64 0.56 0.4564
H 0.26 -0.63 -2.07 0.2861
H 1.55 0.02 -1.17 0.2494
H -0.63 -3.10 0.08 0.5048
```

LUMO energy ... -3.92 eV
HOMO level ... -14.466 eV
Charge ... +1
SMILES ... C[C@@H]([NH3+])CC(=O)O
HOMO-LUMO gap ... 10.55 eV

***

Entry D
Formula: C4H10NO2
Source: the Open Molecules 2025 dataset
Level of theory: ωB97M-V/def2-TZVPD

```
17
Properties=species:S:1:pos:R:3:nbo_charge:R:1
N 0.74 0.90 -0.97 -0.6912
C 0.56 -0.29 -0.10 -0.0730
C 0.29 0.20 1.35 -0.0856
O 1.40 1.08 1.50 -0.7452
C -0.39 -1.28 -0.74 -0.5514
C -1.81 -0.77 -0.50 0.4354
O -2.07 0.39 -0.72 -0.5428
H 0.64 0.69 -1.96 0.4484
H -0.08 1.53 -0.82 0.4589
H 1.46 1.61 -0.73 0.4756
H 1.55 -0.81 0.09 0.2608
H -0.67 0.77 1.44 0.1895
H 0.25 -0.57 2.12 0.2149
H 1.26 1.69 2.24 0.5044
H -0.25 -2.28 -0.31 0.2678
H -0.23 -1.49 -1.81 0.2657
H -2.63 -1.36 -0.06 0.1678
```

LUMO energy ... -3.33 eV
HOMO level ... -14.389 eV
Charge ... +1
SMILES ... [NH3+][C@@H](CO)CC=O
HOMO-LUMO gap ... 11.06 eV

***

Q: Which of them is the most stable? A: entry D.

***

Entry A
Formula: C4H13N2O
Source: the Open Molecules 2025 dataset
Level of theory: ωB97M-V/def2-TZVPD

```
20
Properties=species:S:1:pos:R:3:nbo_charge:R:1
C -1.06 -2.09 -0.93 -0.2171
C -1.73 -0.83 -0.36 -0.4657
C -0.76 0.23 0.00 -0.0758
C -0.44 0.47 1.26 -0.1174
N 0.54 1.53 1.62 -0.7044
N 0.37 -1.90 -1.20 -0.8610
H -1.55 -2.51 -1.80 0.1998
H -1.15 -2.90 -0.21 0.2005
H -2.33 -1.14 0.50 0.2235
H -2.45 -0.44 -1.06 0.2343
H -0.32 0.78 -0.81 0.2203
H -0.88 -0.04 2.10 0.2246
H 1.28 1.60 0.88 0.4816
H 0.05 2.42 1.73 0.4367
H 0.99 1.23 2.48 0.4412
H 0.91 -2.71 -0.95 0.3773
H 0.53 -1.72 -2.18 0.3648
H 2.24 3.33 -0.34 0.4955
H 3.25 2.23 -0.66 0.5123
O 2.51 2.45 -0.06 -0.9708
```

LUMO energy ... -3.17 eV
HOMO level ... -12.590 eV
Charge ... +1
HOMO-LUMO gap ... 9.42 eV

***

Entry B
Formula: C4H13N2O
Source: the Open Molecules 2025 dataset
Level of theory: ωB97M-V/def2-TZVPD

```
20
Properties=species:S:1:pos:R:3:nbo_charge:R:1
C 2.03 -1.22 0.08 -0.6931
C -2.54 0.14 0.35 -0.4198
C -0.57 -0.20 -1.12 -0.3389
C 1.10 0.02 0.06 0.5080
N 0.58 0.46 1.27 -0.8723
N -1.45 0.70 -0.43 -0.5720
O 1.61 1.16 -0.59 -0.7359
H 2.36 -1.57 -1.01 0.2462
H 1.59 -2.09 0.58 0.2450
H 2.90 -1.00 0.62 0.2363
H -1.96 -0.43 1.23 0.2316
H -3.10 1.05 0.76 0.2452
H -3.10 -0.54 -0.34 0.2462
H -0.83 -1.27 -0.85 0.2153
H -0.40 0.00 -2.25 0.2533
H 0.52 -0.19 1.94 0.3889
H 1.25 1.24 1.57 0.4199
H -1.71 1.48 -1.06 0.4359
H -0.75 1.26 0.20 0.4582
H 2.47 0.98 -0.99 0.5021
```

LUMO energy ... -2.84 eV
HOMO level ... -13.332 eV
Charge ... +1
HOMO-LUMO gap ... 10.50 eV

***

Q: Which of them is the most stable? A: entry A.

***

Entry A
Formula: C4H13N2O
Source: the Open Molecules 2025 dataset
Level of theory: ωB97M-V/def2-TZVPD

```
20
Properties=species:S:1:pos:R:3:nbo_charge:R:1
C -1.12 -2.22 0.37 -0.6229
C -0.40 -1.04 1.01 -0.4261
C 1.04 -0.74 0.50 -0.2389
N -0.85 1.02 -1.09 -0.7248
C 0.26 0.38 -1.58 0.3953
N 1.13 -0.30 -0.88 -0.4939
H -1.46 -2.11 -0.75 0.2013
H -1.95 -2.50 0.96 0.2368
H -0.41 -3.09 0.34 0.2234
H -0.97 -0.14 1.04 0.1903
H -0.44 -1.37 2.08 0.2589
H 1.39 0.24 1.07 0.2354
H 1.85 -1.43 0.62 0.2372
H -1.27 1.67 -1.76 0.4360
H -1.31 0.61 -0.28 0.4302
H 0.47 0.56 -2.59 0.2181
H 1.81 -0.88 -1.44 0.4392
H -0.44 3.05 1.67 0.4882
H 1.02 2.68 1.53 0.4837
O 0.13 2.42 1.19 -0.9671
```

LUMO energy ... -3.37 eV
HOMO level ... -14.656 eV
Charge ... +1
HOMO-LUMO gap ... 11.29 eV

***

Entry B
Formula: C4H13N2O
Source: the Open Molecules 2025 dataset
Level of theory: ωB97M-V/def2-TZVPD

```
20
Properties=species:S:1:pos:R:3:nbo_charge:R:1
C -1.50 -1.06 1.26 -0.6321
C -0.38 -1.69 0.44 -0.2127
N 0.84 -0.80 0.43 -0.5198
C 1.99 -1.37 -0.33 -0.4177
H -1.80 -0.11 0.81 0.2241
H -2.35 -1.73 1.26 0.2516
H -1.18 -0.88 2.28 0.2232
H -0.08 -2.65 0.85 0.2193
H -0.64 -1.82 -0.60 0.2168
H 1.15 -0.61 1.39 0.4224
H 0.57 0.13 0.05 0.4798
H 2.24 -2.34 0.08 0.2279
H 2.84 -0.72 -0.21 0.2383
H 1.73 -1.42 -1.38 0.2290
C -0.23 2.79 -0.52 0.5597
N -0.97 2.89 -1.62 -0.7744
O 0.37 1.78 -0.15 -0.7122
H -0.19 3.70 0.09 0.1481
H -1.01 2.14 -2.29 0.4111
H -1.39 3.77 -1.85 0.4175
```

LUMO energy ... -2.62 eV
HOMO level ... -14.452 eV
Charge ... +1
HOMO-LUMO gap ... 11.83 eV

***

Entry C
Formula: C4H13N2O
Source: the Open Molecules 2025 dataset
Level of theory: ωB97M-V/def2-TZVPD

```
20
Properties=species:S:1:pos:R:3:nbo_charge:R:1
C 1.04 -1.15 0.85 -0.2087
C 0.94 0.25 1.35 -0.4595
C -0.52 0.80 1.34 -0.2463
C -2.58 0.57 0.20 0.0895
N -1.43 0.11 0.45 -0.5665
N 0.61 -1.27 -0.62 -0.7077
H 0.43 -1.87 1.39 0.2322
H 2.07 -1.53 0.85 0.2253
H 1.33 0.47 2.35 0.2646
H 1.59 0.94 0.81 0.2266
H -0.93 0.93 2.37 0.2346
H -0.47 1.88 1.07 0.1892
H -2.71 1.62 -0.16 0.1467
H -3.51 0.01 0.40 0.1940
H 0.96 -2.14 -1.03 0.4323
H -0.41 -1.15 -0.63 0.4687
H 1.08 -0.52 -1.15 0.4621
H 0.73 1.40 -2.81 0.4999
H 1.85 0.50 -3.41 0.5036
O 1.28 0.63 -2.65 -0.9807
```

LUMO energy ... -3.36 eV
HOMO level ... -12.581 eV
Charge ... +1
HOMO-LUMO gap ... 9.22 eV

***

Entry D
Formula: C4H13N2O
Source: the Open Molecules 2025 dataset
Level of theory: ωB97M-V/def2-TZVPD

```
20
Properties=species:S:1:pos:R:3:nbo_charge:R:1
C 1.50 -1.03 -1.13 -0.7448
C -0.39 0.23 1.78 -0.5476
C 0.60 1.10 1.99 0.0286
C 0.93 0.20 -1.65 0.5084
N 1.26 1.28 3.17 -0.8032
N -2.69 -0.52 -1.70 -0.9101
O -0.30 0.31 -1.72 -0.6493
H 0.69 -1.67 -0.84 0.2370
H 2.19 -0.66 -0.42 0.2761
H 2.32 -1.48 -1.74 0.2816
H -0.80 -0.44 2.46 0.2044
H -0.71 0.16 0.61 0.1512
H 1.03 1.63 1.06 0.1838
H 1.72 0.91 -2.12 0.1741
H 1.23 0.58 3.86 0.3909
H 2.09 1.85 3.15 0.3924
H -2.34 -1.41 -2.09 0.4345
H -3.39 -0.13 -2.37 0.4587
H -3.23 -0.78 -0.85 0.4418
H -1.72 -0.14 -1.44 0.4915
```

LUMO energy ... -3.40 eV
HOMO level ... -11.077 eV
Charge ... +1
HOMO-LUMO gap ... 7.67 eV

***

Q: Which of them is the most stable? A: entry B.